1.
This record from the Open Molecules 2025 dataset describes C8H4AgF6INO2S as an isolated structure at a distorted geometry. The level of theory is wB97M-V/def2-TZVPD.

As for the total energy: -53177.904 eV. The value obtained for the gap between HOMO and LUMO is 7.7 eV. The total charge is +1.

Last column: Löwdin charge in e.
Positions of all 24 atoms, in Å:
I 2.5617 2.5543 -0.7479  1.164
Ag 2.5935 -3.2512 0.4073  0.901
S 2.8771 0.0188 1.0792  0.514
F 2.0110 -1.5231 -1.3870  0.013
F -3.7768 1.6678 1.1484  0.147
F -2.0503 2.9227 0.6633  0.146
F 1.5141 -0.2001 1.7724  -0.098
F -2.0016 1.6439 2.4268  0.145
F 1.6051 0.2980 -2.4932  0.087
O 3.4654 -1.2985 1.0522  -0.328
O 3.5659 1.0539 1.7319  -0.247
N 2.5050 0.5003 -0.4432  -0.523
C 1.5120 -0.2251 -1.2557  -0.591
C -2.5928 -0.4852 -0.0756  0.028
C -2.0055 -1.4899 -0.8317  -0.026
C -0.6804 -1.3962 -1.2030  -0.010
C 0.0795 -0.3019 -0.8026  -0.142
C -1.8350 0.6045 0.3122  -0.090
C -2.4277 1.7159 1.1408  -0.549
C -0.5031 0.6994 -0.0423  0.012
H -0.2486 -2.1741 -1.8151  0.123
H -3.6334 -0.5480 0.2035  0.132
H 0.0568 1.5585 0.2918  0.073
H -2.5918 -2.3447 -1.1325  0.120

***

2.
This record from the Open Molecules 2025 dataset describes C8H4BrN2PdS2Se as an isolated structure. The level of theory is wB97M-V/def2-TZVPD.

As for the total energy: -171871.598 eV. Its energy above the lowest of the compared OMol25 structures with the same formula, charge and spin is 0.0 kcal/mol. The value obtained for the gap between HOMO and LUMO is 5.2 eV. The total charge is +1.

Last column: Löwdin charge in e.
Positions of all 19 atoms, in Å:
Pd 2.4908 0.9019 -0.6824  0.317
Br 4.6111 1.7839 -0.8965  0.170
Se 2.9215 -1.4355 -0.7480  0.823
S 1.4637 1.3476 -2.6189  0.757
S -1.6211 1.0083 -1.8324  1.158
N 0.4936 0.5031 -0.4880  -0.199
N 4.5349 -1.4658 -3.2517  0.132
C -1.7882 0.3965 -0.2027  -0.429
C -1.6003 -0.5538 2.3744  -0.045
C -0.5391 0.1856 0.3896  -0.287
C 0.0665 0.9426 -1.6405  -1.027
C 3.9130 -1.4592 -2.2818  -0.742
C -0.4319 -0.2906 1.6915  -0.006
C -2.8523 -0.3496 1.7794  -0.046
C -2.9652 0.1264 0.4879  -0.057
H 0.5355 -0.4405 2.1533  0.119
H -3.9331 0.2867 0.0339  0.123
H -1.5504 -0.9223 3.3895  0.119
H -3.7489 -0.5652 2.3434  0.120

***

3.
This record from the Open Molecules 2025 dataset describes one molecule with the formula C8H4BrNO4 at a distorted geometry. The level of theory is wB97M-V/def2-TZVPD.

As for the total energy: -88076.309 eV. Its expectation value of S² is 2.0137. The value obtained for the gap between HOMO and LUMO (alpha / beta) is 8.4 / 7.8 eV. The spin multiplicity is 3.

Last column: Löwdin charge in e.
Positions of all 18 atoms, in Å:
Br 5.2145 -0.7708 0.7908  0.933
O 3.5333 1.0538 -2.2535  0.092
O 4.5061 -0.8857 -2.0219  0.024
O 3.9009 1.6243 0.2684  0.058
O 2.3802 3.2061 0.6184  0.183
N 4.1058 0.1871 -1.6022  -0.432
C -0.5125 -0.8466 -0.0402  -0.058
C 2.5866 2.0670 0.3583  -0.376
C 0.1857 1.4404 0.3213  0.009
C 4.2936 0.4656 -0.2434  -0.700
C 0.8106 -1.2654 -0.2310  -0.052
C -0.8050 0.4834 0.2194  -0.068
C 1.7129 -0.2713 -0.0918  0.075
C 1.5236 1.0384 0.1767  -0.141
H -0.0095 2.4853 0.5037  0.126
H -1.3066 -1.5743 -0.1003  0.108
H 1.0626 -2.2842 -0.4631  0.110
H -1.8319 0.7934 0.3391  0.108

***

4.
This record from the Open Molecules 2025 dataset describes C8H4Cl3NNdO3Sm as an isolated structure at a distorted geometry. The level of theory is wB97M-V/def2-TZVPD.

As for the total energy: -86697.157 eV. Its energy above the lowest of the compared OMol25 structures with the same formula, charge and spin is 0.0 kcal/mol. Its expectation value of S² is 20.0106. The value obtained for the gap between HOMO and LUMO (alpha / beta) is 3.3 / 4.8 eV. The spin multiplicity is 9. The total charge is +4.

Last column: Löwdin charge in e.
Positions of all 21 atoms, in Å:
Sm -0.8405 0.4049 -4.0469  1.545
Nd 1.2163 0.2466 -0.3923  1.606
Cl -2.5376 1.0206 4.3631  0.863
Cl 0.0975 2.1025 -2.1093  -0.042
Cl -0.1210 -1.4218 -2.1622  -0.016
O 1.6686 2.0189 -5.9322  0.279
O 1.4679 -1.8562 -5.1795  0.269
O 2.5499 3.4831 0.5995  0.227
N -0.1793 -0.0408 1.3609  -0.229
C -1.5492 0.0860 3.3199  -0.593
C 0.7705 1.4825 -5.4307  -0.061
C -0.9473 0.7041 2.2296  -0.076
C 0.0339 -1.3739 1.6082  -0.169
C 2.2014 2.4135 0.3456  -0.062
C -0.5563 -2.0019 2.7003  0.031
C 0.6709 -1.0296 -5.0296  -0.144
C -1.3605 -1.2782 3.5743  0.037
H 0.6796 -1.9353 0.8946  0.093
H -0.3851 -3.0646 2.8463  0.152
H -1.8407 -1.7271 4.4328  0.153
H -1.0390 1.7669 2.0076  0.136

***

5.
This record from the Open Molecules 2025 dataset describes a 23-piece molecular cluster, C8H55N2O25 overall at a distorted geometry. The level of theory is wB97M-V/def2-TZVPD.

As for the total energy: -63339.335 eV. Its energy above the lowest of the compared OMol25 structures with the same formula, charge and spin is 246.8 kcal/mol. The value obtained for the gap between HOMO and LUMO is 6.8 eV. The total charge is +1.

Last column: Löwdin charge in e.
Positions of all 90 atoms, in Å:
O 1.0954 -0.2931 1.2277  -0.019
O -4.3508 -4.2524 2.0003  -0.066
O 2.6248 0.3579 3.8324  -0.037
O -0.5023 1.2090 -4.7380  -0.062
O 0.5091 5.6951 -2.2410  0.022
O -1.9060 5.4558 -1.6536  -0.012
O 2.8766 -1.6437 -2.9953  -0.080
O 0.0698 -3.8598 -0.1777  -0.066
O 0.7908 -4.8486 3.0754  -0.080
O 2.7288 -4.4092 -1.8949  -0.066
O 5.1131 -5.2743 6.2095  -0.048
O -2.8369 -3.4136 -4.4733  -0.064
O -0.1600 -4.3215 -3.2013  -0.048
O 2.7467 -4.3195 4.8093  -0.073
O 1.8938 3.6889 4.3744  -0.066
O -1.4274 -0.1568 3.0052  -0.041
O -1.3511 -4.0227 4.8917  -0.063
O 3.2637 5.4177 -1.9546  -0.052
O -3.6564 -1.9388 0.0738  -0.058
O -4.0061 2.7535 -1.1593  -0.054
O -3.5667 7.8682 -3.1382  -0.063
O 3.0969 -2.6904 2.4742  -0.038
O 3.6119 4.2317 0.7575  -0.064
O -1.8506 6.4595 1.2097  -0.059
O -5.5088 1.5698 -3.5672  -0.074
N 0.6743 0.8349 0.5760  -0.095
N -0.4438 -0.8348 -2.7696  -0.107
C -0.0106 3.5358 0.8885  0.106
C 0.4728 0.8771 -0.9490  0.060
C 0.7376 -0.4146 -1.9233  -0.180
C 0.4597 2.0558 1.4854  0.102
C 0.0094 2.2841 -1.6875  0.117
C -1.5664 -1.4421 -1.9579  -0.132
C -0.6389 5.0109 -1.5657  -0.206
C -0.2165 3.6169 -0.7437  0.000
H -4.2584 -1.6254 -0.6178  0.064
H 2.7487 -1.9152 2.0085  0.024
H 1.9723 -0.1915 4.2922  0.059
H 0.6470 -1.1058 0.8497  0.154
H 3.4819 4.4124 -0.1856  -0.014
H 2.0414 2.7402 4.5052  0.007
H -2.1813 -2.1875 -2.6568  0.090
H -3.3476 3.4111 -1.4295  0.015
H 3.7665 -1.2848 -3.1303  0.061
H -2.2878 -0.6164 -1.5410  0.087
H -3.1851 -2.6385 -4.9390  0.050
H -0.7683 -0.0878 -3.4218  0.061
H 3.0241 -2.5925 -2.8646  0.018
H 1.1685 -1.2795 -1.2600  0.122
H -0.7774 0.1535 2.3569  -0.028
H -2.2215 6.5696 0.3213  0.020
H 1.7940 -4.5662 -2.0965  0.007
H -0.5874 -3.4627 -3.0643  -0.005
H -5.7155 2.2231 -4.2524  0.037
H 3.8852 3.3024 0.7824  0.040
H 2.7501 5.8691 -1.2680  0.051
H -3.2602 7.0233 -2.7760  -0.006
H -0.1224 2.3406 -2.8641  0.115
H -0.9558 -0.1100 3.8504  0.051
H 5.2607 -6.2231 6.3403  0.060
H 0.3990 -4.1831 -3.9806  0.060
H -0.1651 4.4874 1.5825  0.134
H -4.5014 7.7112 -3.3397  0.041
H 1.7424 -4.8341 2.8935  0.015
H 3.7744 -3.0386 1.8754  0.075
H -4.5197 3.2049 -0.4727  0.060
H -2.5030 5.9101 1.6695  0.048
H -0.8505 1.9842 -5.2037  0.073
H 2.7837 4.0478 4.2394  0.050
H 3.0353 -5.2541 -1.5328  0.059
H 6.0030 -4.9154 6.0745  0.056
H 3.9222 6.0753 -2.2248  0.083
H -1.0446 -4.8676 5.2538  0.053
H 3.6523 -4.5548 5.0615  0.003
H -2.1594 -3.7618 -5.0722  0.043
H -4.2376 -3.5132 1.3842  -0.009
H -0.7689 -4.0392 -0.6286  0.037
H -3.4453 -4.4878 2.2525  0.025
H 0.6330 -4.0261 3.5627  0.009
H -5.1280 2.0967 -2.8487  -0.014
H 1.5994 -0.0976 -2.6814  0.134
H 2.8599 -3.5802 4.1931  -0.010
H 2.2538 0.4680 2.9440  -0.010
H -2.2858 -4.1797 4.6901  0.039
H 0.6292 1.9858 2.6546  0.132
H 1.2278 4.9810 -2.3534  0.100
H -3.5515 -1.1727 0.6577  0.056
H -0.0823 -4.1642 0.7296  0.031
H -1.0952 -2.0877 -1.0821  0.077
H 0.1752 0.8608 -5.3369  0.078

***

6.
This record from the Open Molecules 2025 dataset describes C8H5Br2NO2S as an isolated structure at a distorted geometry. The level of theory is wB97M-V/def2-TZVPD.

As for the total energy: -164878.776 eV. Its energy above the lowest of the compared OMol25 structures with the same formula, charge and spin is 0.0 kcal/mol. The value obtained for the gap between HOMO and LUMO is 8.4 eV.

Last column: Löwdin charge in e.
Positions of all 19 atoms, in Å:
Br -2.2218 -2.4287 -1.1964  0.711
Br -3.4736 -0.6320 -3.3978  0.716
S -0.0579 1.8388 -1.0763  0.699
O -1.4587 2.1986 -0.9694  -0.277
O 0.9644 2.8143 -1.3070  -0.260
N 0.0033 0.5970 -2.2532  0.023
C -0.8915 -0.1912 -2.3703  -0.286
C 2.1242 -0.3538 1.5368  -0.057
C 1.1886 -1.0277 2.2274  -0.097
C 0.3866 0.7701 0.2157  -0.342
C 1.7285 0.5578 0.4792  0.000
C -0.1627 -0.8191 1.9079  -0.038
C -2.0032 -0.9386 -2.2982  -1.232
C -0.5672 0.1071 0.8695  -0.086
H 1.5118 -1.8229 3.0345  0.150
H 3.1377 -0.4420 1.7109  0.083
H -1.5833 0.0967 0.6716  0.083
H 2.4738 1.0372 -0.0331  0.085
H -1.0990 -1.3617 2.2484  0.125

***

Q: Which formula does entry 2 have?
A: C8H4BrN2PdS2Se